{
  "formula": "C17H19Cl2N3Y",
  "method": "ωB97M-V/def2-TZVPD",
  "elements": ["Y", "Cl", "Cl", "C", "H", "H", "C", "C", "H", "C", "H", "C", "H", "H", "C", "H", "H", "C", "H", "H", "H", "H", "N", "C", "C", "C", "C", "C", "C", "C", "N", "C", "C", "N", "C", "H", "H", "H", "H", "H", "H", "H"],
  "coordinates": [[0.774, 2.246, 0.076], [3.155, 1.236, -0.423], [-1.630, 1.466, -0.357], [0.738, 3.491, 1.821], [-0.219, 4.091, 1.693], [1.542, 4.277, 1.694], [-0.114, 2.136, -3.424], [0.536, 2.875, -2.572], [-1.129, 1.774, -3.162], [1.968, 3.362, -2.832], [-0.001, 3.342, -1.693], [2.304, 3.377, -4.347], [2.280, 4.362, -2.423], [2.625, 2.571, -2.407], [1.894, 2.062, -5.056], [1.820, 4.216, -4.875], [3.386, 3.515, -4.517], [0.449, 1.612, -4.729], [2.091, 2.117, -6.153], [2.545, 1.254, -4.665], [-0.218, 1.833, -5.588], [0.551, 0.517, -4.659], [-4.957, -6.109, 4.921], [-4.139, -5.411, 4.458], [-3.133, -4.548, 3.898], [-3.301, -4.014, 2.612], [-2.345, -3.141, 2.076], [-1.196, -2.827, 2.819], [-1.006, -3.388, 4.092], [-1.984, -4.230, 4.634], [-0.240, -1.935, 2.283], [1.053, -1.694, 2.781], [1.591, -0.717, 2.011], [0.643, -0.265, 1.082], [-0.408, -1.083, 1.220], [-4.188, -4.277, 2.029], [-2.484, -2.720, 1.078], [-0.111, -3.153, 4.674], [-1.857, -4.645, 5.637], [1.456, -2.237, 3.624], [2.579, -0.275, 2.036], [-1.318, -1.064, 0.631]],
  "atomic_forces_ev_per_a": [[0.5, -1.9, 1.1], [0.2, 0.0, 0.0], [-0.7, 0.0, -0.2], [-0.1, 1.5, -1.3], [0.3, -0.5, 0.5], [-0.1, -0.4, 0.6], [-1.6, -1.6, -1.0], [1.2, 2.8, 1.0], [0.7, 0.4, -0.2], [0.7, -0.3, -0.8], [0.1, -0.4, -1.3], [-0.2, -0.2, -0.7], [-0.7, -1.0, 0.1], [-0.1, 0.8, 0.1], [0.5, 0.0, 0.6], [-0.1, -0.1, 0.4], [-0.3, 0.0, 0.3], [0.5, -0.1, -0.4], [-0.3, 0.0, 0.7], [-0.1, 0.5, -0.2], [0.1, -0.1, 0.6], [-0.6, 0.2, 0.0], [1.6, 1.4, -0.9], [-1.5, -1.3, 0.9], [0.2, 0.2, -0.2], [0.3, 0.4, -0.2], [-0.2, -0.5, 0.3], [0.0, 0.0, -0.1], [-0.4, -0.2, 0.1], [0.3, 0.2, -0.2], [0.6, 0.0, 0.0], [-0.2, -0.2, -0.1], [-0.9, 0.4, -0.3], [-0.7, -1.7, 0.3], [1.1, 1.2, 0.4], [0.3, 0.1, 0.2], [0.0, -0.2, 0.4], [-0.4, -0.1, -0.2], [0.0, 0.2, -0.4], [-0.1, 0.1, -0.3], [-0.2, 0.0, 0.1], [0.3, 0.4, 0.2]],
  "gap_ev": 3.777,
  "homo_energy_ha": -0.074,
  "fmax_ha_per_bohr": 0.0629,
  "total_charge": -1,
  "e_tot_ha": -1782.2337
}